[1]
ORCA calculation (the ωB97M-V functional and the def2-TZVPD basis) on a molecular structure, C20H28CeNO2Se at a distorted geometry.

XYZ file:
```
53
Properties=species:S:1:pos:R:3
O 0.331 -0.415 -5.798
C 0.515 0.795 -6.699
C 0.450 0.038 -7.979
H 1.516 1.216 -6.556
H -0.286 1.537 -6.607
C 0.403 -1.174 -7.031
H 1.392 0.086 -8.530
H -0.465 0.140 -8.550
C 1.696 -1.918 -7.228
H 2.565 -1.249 -7.152
H 1.678 -2.316 -8.248
H 1.773 -2.744 -6.524
C -0.829 -1.975 -7.353
H -1.746 -1.375 -7.300
H -0.885 -2.824 -6.675
H -0.718 -2.352 -8.377
Ce -0.244 -0.805 -1.523
C -2.387 -1.170 0.307
C -2.141 0.227 0.374
C -2.338 0.788 -0.929
H -1.867 0.770 1.282
C -2.744 -0.284 -1.806
C -2.766 -1.494 -1.031
H -3.087 -2.473 -1.392
H -2.350 -1.858 1.152
H -2.241 1.846 -1.190
H -3.003 -0.182 -2.861
C 1.064 -2.564 0.289
C 0.171 -3.294 -0.555
C 0.636 -3.158 -1.919
H -0.668 -3.914 -0.222
C 1.815 -2.310 -1.902
C 2.055 -1.936 -0.531
H 2.878 -1.309 -0.166
H 1.019 -2.542 1.387
H 0.169 -3.589 -2.813
H 2.405 -1.984 -2.765
O 1.379 2.745 -4.668
C 0.420 1.914 -3.930
C -0.770 2.828 -3.724
H 0.870 1.555 -2.954
H 0.140 1.040 -4.564
C -0.108 4.137 -3.278
H -1.544 2.442 -3.063
H -1.244 3.004 -4.705
C 1.343 3.952 -3.850
H -0.122 4.274 -2.181
H -0.672 4.992 -3.743
H 2.100 3.780 -3.065
H 1.717 4.807 -4.451
Se 1.188 2.304 2.412
C 0.855 1.295 1.003
N 0.681 0.698 -0.031
```

- Relative energy (zero: lowest compared OMol25 entry of this formula, charge and spin): 82.84 kJ/mol
- Lowest unoccupied orbital energy: -5.33 eV
- Kohn-Sham gap: 5.8 eV
- Total charge: +1

Atom charges from the Löwdin analysis, given in e for atoms 1 to 4:
1. O -0.121
2. C -0.137
3. C -0.091
4. H 0.128

[2]
ORCA calculation (the ωB97M-V functional and the def2-TZVPD basis) on 2 unconnected molecules or ions with the total composition C20H27BClNO4 at a distorted geometry.

XYZ file:
```
54
Properties=species:S:1:pos:R:3
C 4.349 -3.725 1.812
C 3.378 -2.641 1.133
O 3.974 -1.893 0.047
C 3.570 -0.491 0.063
C 2.233 -0.179 -0.772
O 1.172 0.452 0.023
C 0.734 -0.525 1.033
B -0.894 -0.440 1.280
C -1.646 0.910 1.762
C -3.009 1.211 0.954
C -2.902 2.732 0.421
Cl -1.650 2.678 -0.957
O -1.690 -1.646 1.095
C -1.901 -1.951 -0.268
O -1.101 -1.707 -1.208
C -3.248 -2.727 -0.685
C -4.456 -2.907 0.294
C -5.716 -3.644 -0.260
C -5.803 -4.188 -1.707
C -4.588 -4.042 -2.653
C -3.325 -3.316 -2.135
H 3.710 -4.676 1.975
H 5.295 -3.959 1.224
H 4.572 -3.340 2.880
H 2.966 -1.960 1.956
H 2.468 -3.199 0.680
H 4.424 0.073 -0.476
H 3.506 -0.043 1.111
H 2.497 0.604 -1.581
H 1.838 -1.090 -1.366
H 0.895 -1.558 0.534
H 1.325 -0.410 2.007
H -0.935 1.806 1.743
H -1.933 0.749 2.874
H -3.180 0.537 0.049
H -3.913 1.096 1.649
H -3.907 3.116 0.048
H -2.564 3.421 1.272
H -4.383 -2.505 1.364
H -6.605 -3.759 0.461
H -6.735 -4.696 -2.111
H -4.557 -4.418 -3.735
H -2.390 -3.176 -2.783
C 2.686 6.215 -0.947
C 3.912 5.572 -0.851
C 3.920 4.194 -0.708
N 2.810 3.441 -0.653
C 1.636 4.088 -0.746
C 1.522 5.462 -0.895
H 2.638 7.292 -1.061
H 4.840 6.129 -0.887
H 4.854 3.646 -0.632
H 0.753 3.457 -0.696
H 0.548 5.930 -0.967
```

- SMILES: CCOCCOCB(CCCCl)OC(=O)c1ccccc1.c1ccncc1
- Lowest unoccupied orbital energy: -0.26 eV
- Kohn-Sham gap: 8.7 eV
- Total charge: 0

Atom charges from the Löwdin analysis, given in e for atoms 1 to 4:
1. C -0.087
2. C -0.277
3. O -0.186
4. C -0.170

[3]
ORCA calculation (the ωB97M-V functional and the def2-TZVPD basis) on a molecular structure, C43H117MnN10O11 at a distorted geometry.

XYZ file:
```
182
Properties=species:S:1:pos:R:3
Mn 3.628 0.506 2.584
C -0.684 0.920 1.242
C 0.641 0.176 1.092
C 1.179 0.397 -0.312
O 1.543 0.653 2.044
H -1.131 1.005 2.232
H -1.443 0.499 0.573
H -0.512 1.952 0.912
H 0.414 -0.898 1.203
H 2.162 -0.064 -0.447
H 1.184 1.470 -0.537
H 0.588 -0.041 -1.126
C -0.854 0.063 6.831
C -0.849 0.711 5.443
C -0.411 2.159 5.440
O -1.461 2.934 5.954
C -1.095 4.293 6.114
N 0.013 -0.176 4.631
H -1.441 0.674 7.520
H 0.154 -0.097 7.216
H -1.259 -0.947 6.748
H -1.864 0.628 5.036
H -0.211 2.440 4.396
H 0.515 2.269 6.018
H -0.515 4.394 7.037
H -1.989 4.900 6.244
H -0.532 4.673 5.258
H -0.417 -1.086 4.514
H 0.264 0.212 3.719
C -3.610 -6.348 -1.228
C -2.816 -5.599 -0.161
C -1.815 -4.669 -0.846
O -1.127 -3.872 0.094
C -0.130 -3.081 -0.519
N -3.757 -4.783 0.648
H -2.913 -6.941 -1.824
H -4.085 -5.640 -1.907
H -4.371 -6.961 -0.750
H -2.201 -6.272 0.449
H -2.354 -4.015 -1.545
H -1.126 -5.313 -1.409
H 0.730 -2.972 0.138
H -0.546 -2.115 -0.829
H 0.201 -3.514 -1.471
H -3.207 -4.455 1.440
H -4.373 -5.477 1.074
C -3.875 1.547 2.400
C -3.518 2.999 2.161
C -4.197 3.624 0.969
O -3.727 4.948 0.791
C -4.376 5.575 -0.299
N -3.839 3.799 3.367
H -4.940 1.317 2.458
H -3.406 0.999 3.218
H -3.501 0.995 1.526
H -2.432 3.055 1.998
H -5.286 3.691 1.062
H -3.945 2.978 0.115
H -4.212 5.034 -1.231
H -4.054 6.616 -0.312
H -5.444 5.663 -0.063
H -3.657 4.761 3.080
H -3.181 3.612 4.118
C 2.024 1.615 -3.674
C 3.119 1.348 -4.696
C 2.727 1.885 -6.063
O 1.599 1.192 -6.569
C 1.193 1.688 -7.818
N 4.345 2.041 -4.193
H 2.123 2.560 -3.133
H 2.120 0.854 -2.898
H 1.042 1.624 -4.142
H 3.409 0.301 -4.794
H 3.558 1.833 -6.781
H 2.487 2.956 -5.975
H 1.985 1.685 -8.575
H 0.706 2.666 -7.789
H 0.452 0.983 -8.204
H 4.245 3.021 -4.475
H 5.110 1.771 -4.818
C -1.302 2.930 -1.709
C -1.530 4.032 -2.748
C -0.308 4.300 -3.604
O -0.522 5.461 -4.395
C 0.520 5.651 -5.320
N -2.690 3.724 -3.611
H -0.764 2.100 -2.180
H -2.279 2.548 -1.419
H -0.755 3.222 -0.813
H -1.723 5.004 -2.269
H -0.167 3.476 -4.317
H 0.543 4.456 -2.933
H 0.514 4.785 -5.996
H 1.514 5.801 -4.890
H 0.270 6.500 -5.956
H -2.610 4.469 -4.308
H -3.538 3.967 -3.104
C -1.812 -1.544 -5.253
C -1.389 -0.835 -3.976
C -2.150 -1.146 -2.703
O -3.515 -0.867 -2.743
C -3.813 0.506 -2.581
N 0.061 -1.063 -3.779
H -2.885 -1.474 -5.469
H -1.550 -2.600 -5.345
H -1.347 -1.063 -6.119
H -1.447 0.253 -4.084
H -1.667 -0.641 -1.848
H -1.985 -2.184 -2.382
H -3.890 0.816 -1.534
H -4.768 0.724 -3.056
H -3.089 1.146 -3.086
H 0.255 -2.066 -3.714
H 0.629 -0.873 -4.602
C -2.350 -4.245 6.649
C -3.236 -3.098 6.174
C -3.033 -2.840 4.692
O -1.677 -2.633 4.330
C -1.515 -2.561 2.919
N -4.645 -3.483 6.343
H -2.653 -5.172 6.156
H -2.423 -4.364 7.730
H -1.301 -4.128 6.371
H -3.085 -2.205 6.791
H -3.633 -1.997 4.329
H -3.443 -3.717 4.175
H -1.822 -3.524 2.514
H -0.441 -2.469 2.736
H -2.004 -1.721 2.418
H -4.806 -3.487 7.348
H -5.280 -2.763 6.008
C 3.804 3.627 -0.457
C 4.125 2.905 0.850
C 3.257 3.392 2.018
O 3.410 2.677 3.241
C 2.735 3.361 4.287
N 4.085 1.432 0.620
H 2.741 3.511 -0.683
H 4.298 3.226 -1.348
H 4.157 4.659 -0.413
H 5.158 3.098 1.163
H 2.198 3.445 1.746
H 3.614 4.417 2.170
H 3.129 4.373 4.401
H 2.969 2.840 5.215
H 1.664 3.342 4.110
H 4.713 1.215 -0.150
H 3.168 1.330 0.172
C 2.629 -2.687 5.285
C 3.368 -1.864 4.231
C 3.180 -2.404 2.806
O 3.744 -1.487 1.859
C 3.869 -2.013 0.548
N 3.040 -0.426 4.403
H 2.931 -2.290 6.252
H 2.852 -3.759 5.273
H 1.550 -2.714 5.115
H 4.429 -2.033 4.443
H 2.103 -2.479 2.604
H 3.599 -3.397 2.641
H 4.080 -1.215 -0.159
H 2.995 -2.563 0.200
H 4.736 -2.679 0.514
H 3.329 -0.177 5.347
H 2.016 -0.262 4.482
C 2.732 -5.877 -4.630
C 2.778 -4.570 -5.399
C 3.293 -3.371 -4.604
O 2.429 -3.177 -3.510
C 2.749 -1.996 -2.807
N 3.582 -4.776 -6.630
H 3.696 -6.242 -4.268
H 2.264 -6.665 -5.217
H 2.178 -5.710 -3.700
H 1.752 -4.369 -5.733
H 3.298 -2.533 -5.313
H 4.294 -3.609 -4.225
H 1.921 -1.764 -2.138
H 2.822 -1.149 -3.499
H 3.710 -2.030 -2.284
H 3.184 -5.546 -7.156
H 3.407 -3.951 -7.203
```

- Multiplicity: 6
- Relative energy (zero: lowest compared OMol25 entry of this formula, charge and spin): 92.64 kJ/mol
- Lowest unoccupied orbital energy (alpha / beta): -2.20 / -2.60 eV
- Kohn-Sham gap (alpha / beta): 8.4 / 8.0 eV
- Total charge: +1

Atom charges from the Löwdin analysis, given in e for atoms 1 to 4:
1. Mn 0.989
2. C -0.059
3. C -0.554
4. C -0.076

[4]
ORCA calculation (the ωB97M-V functional and the def2-TZVPD basis) on a single CH3NOP2 molecule at a distorted geometry.

XYZ file:
```
8
Properties=species:S:1:pos:R:3
O -3.425 0.519 -0.119
C -2.210 0.593 -0.084
P -1.036 -0.861 -0.302
N 0.737 0.101 0.529
P 1.959 -0.834 0.218
H -1.476 1.508 0.094
H 2.395 -0.783 -1.118
H 3.056 -0.244 0.781
```

- Relative energy (zero: lowest compared OMol25 entry of this formula, charge and spin): 280.91 kJ/mol
- SMILES: O=C/P=N/P
- Lowest unoccupied orbital energy (alpha / beta): -1.46 / -2.21 eV
- Kohn-Sham gap (alpha / beta): 7.8 / 6.6 eV
- Total charge: 0

Atom charges from the Löwdin analysis, given in e for atoms 1 to 4:
1. O -0.058
2. C -0.608
3. P 0.864
4. N -0.575

[5]
ORCA calculation (the ωB97M-V functional and the def2-TZVPD basis) on a molecular structure, C20H25AsIrN3O7S7.

XYZ file:
```
64
Properties=species:S:1:pos:R:3
Ir 1.286 -0.631 1.943
C -1.436 0.560 3.679
O -1.139 -0.723 3.185
C -1.396 -1.755 4.119
C -1.182 -3.105 3.454
O 0.163 -3.426 3.207
C 0.815 -4.036 4.302
H -2.491 0.623 3.980
H -1.248 1.265 2.871
H -0.798 0.809 4.536
H -2.449 -1.687 4.432
H -0.759 -1.632 5.005
H -1.690 -3.096 2.490
H -1.646 -3.877 4.089
H 0.341 -5.004 4.529
H 0.803 -3.404 5.194
H 1.858 -4.178 4.028
S 5.115 0.949 4.022
As 4.062 -0.856 3.785
S 3.419 -1.258 1.658
S 1.852 -0.534 4.130
S 4.794 -2.577 4.759
N -3.200 4.216 -3.313
C -1.947 3.652 -3.003
C -0.848 4.467 -2.755
C 0.388 3.907 -2.466
C 0.537 2.531 -2.430
C -0.552 1.715 -2.698
C -1.786 2.267 -2.981
S 2.108 1.780 -2.047
O 3.057 2.876 -2.056
O 2.290 0.723 -3.010
N 1.957 1.100 -0.616
C 1.911 1.835 0.484
S 2.054 3.574 0.574
C 1.875 3.526 2.289
C 1.770 2.259 2.711
N 1.765 1.301 1.713
H -3.339 5.122 -2.893
H -3.970 3.603 -3.090
H -0.962 5.545 -2.780
H 1.248 4.533 -2.268
H -0.427 0.642 -2.674
H -2.634 1.621 -3.178
H 1.948 4.411 2.896
H 1.751 1.925 3.736
C -0.612 -1.812 -5.933
C -0.671 -1.826 -4.429
C 0.485 -1.723 -3.670
C 0.435 -1.697 -2.282
C -0.793 -1.766 -1.649
C -1.965 -1.883 -2.390
C -1.898 -1.912 -3.771
S -0.896 -1.625 0.114
O -0.845 -0.198 0.437
O -2.118 -2.308 0.486
O 0.349 -2.268 0.605
H 0.408 -1.958 -6.286
H -0.966 -0.857 -6.329
H -1.238 -2.597 -6.363
H 1.444 -1.620 -4.162
H 1.334 -1.566 -1.696
H -2.912 -1.948 -1.872
H -2.812 -1.995 -4.352
```

- Relative energy (zero: lowest compared OMol25 entry of this formula, charge and spin): 79.69 kJ/mol
- Lowest unoccupied orbital energy: 4.02 eV
- Kohn-Sham gap: 5.9 eV
- Total charge: -2

Atom charges from the Löwdin analysis, given in e for atoms 1 to 4:
1. Ir 0.706
2. C -0.126
3. O -0.304
4. C -0.217

[6]
ORCA calculation (the ωB97M-V functional and the def2-TZVPD basis) on a molecular structure, C6H7EuLiO4 at a distorted geometry.

XYZ file:
```
19
Properties=species:S:1:pos:R:3
C 0.457 0.696 -1.429
C 0.126 -0.127 -0.498
C 0.599 -1.410 0.047
C 1.485 -1.217 1.308
O 1.946 -2.386 1.806
Li 2.250 -4.050 1.610
H 1.190 -1.941 -0.715
H -0.269 -2.041 0.298
H 0.872 -0.656 2.070
H 2.291 -0.502 1.029
C -2.318 0.989 -0.291
O -1.423 2.150 -1.516
C -0.212 1.900 -1.790
O 0.477 2.934 -2.212
H -3.078 1.676 0.098
H -2.692 0.283 -1.049
H 1.395 2.682 -2.392
O -1.445 0.474 0.557
Eu -1.651 0.547 3.069
```

- Multiplicity: 8
- Relative energy (zero: lowest compared OMol25 entry of this formula, charge and spin): 41.55 kJ/mol
- Lowest unoccupied orbital energy (alpha / beta): -9.11 / -8.90 eV
- Kohn-Sham gap (alpha / beta): 5.6 / 5.8 eV
- Total charge: +2

Atom charges from the Löwdin analysis, given in e for atoms 1 to 4:
1. C 0.128
2. C -0.051
3. C -0.165
4. C -0.449